{
  "formula": "C22H27F6N5O6ReSSbSe2",
  "method": "wB97M-V/def2-TZVPD",
  "elements": ["C", "H", "H", "O", "F", "C", "C", "H", "N", "C", "O", "H", "O", "H", "Sb", "H", "Re", "C", "H", "H", "H", "C", "C", "H", "C", "H", "H", "C", "H", "H", "C", "N", "F", "H", "C", "F", "C", "N", "F", "Se", "H", "H", "H", "O", "F", "O", "H", "C", "H", "Se", "C", "C", "C", "C", "N", "C", "N", "H", "F", "C", "C", "H", "H", "C", "S", "H", "H", "O", "H", "C", "H"],
  "positions_angstrom": [[3.0528, -1.3068, 2.0961], [2.2381, -3.6673, -1.1863], [-1.1216, -4.1689, -2.0788], [-1.4314, 5.8781, -5.5541], [2.7627, -2.2435, -2.1114], [0.6471, 3.2747, -3.1682], [4.3118, 0.2815, 3.3502], [-2.7402, 3.4722, 0.9207], [-3.3502, 1.5044, 0.8886], [-1.1290, -3.6983, -1.0936], [-0.0962, 0.6982, -0.7652], [-1.8633, -3.6810, 1.3895], [1.6340, -3.7260, -0.4326], [-2.1596, -3.4201, -0.8703], [3.2406, -0.3714, -1.9808], [-2.9034, -5.7448, 0.9115], [0.3562, -0.8072, 0.7672], [0.7632, 2.8636, 3.2062], [-4.4029, 3.2120, 0.4104], [2.9575, -2.2315, 1.5488], [5.2313, 0.5952, 3.8267], [-0.8634, -4.1176, 1.3637], [-1.3029, -5.9961, -0.1876], [-1.1510, -6.3833, -1.1963], [-4.1157, 3.1844, 2.5594], [5.0812, -1.6090, 2.6544], [-0.1716, 3.3382, 2.9334], [3.2094, 1.1155, 3.3446], [1.5944, 3.5010, 2.8965], [0.9546, -5.4949, -1.2858], [0.8756, 1.5315, 2.5513], [1.9725, -0.5053, 2.1057], [4.5739, -1.1647, -0.8883], [-4.1084, 0.8790, 0.6738], [2.0597, 0.7054, 2.6950], [4.2372, 1.1660, -1.5825], [4.2332, -0.9427, 2.7093], [-2.1031, 5.1563, -4.8489], [2.2235, -0.6291, -0.2380], [0.3406, -2.8148, 2.1607], [-4.2381, 4.2563, 2.7210], [-3.2198, 3.3343, -3.2844], [3.2384, 2.0895, 3.8119], [1.8883, 1.4256, -1.5195], [1.7391, -0.3193, -3.1440], [-2.7094, -5.9113, -0.0162], [-2.0223, 1.6984, -1.8051], [-1.4738, 2.4004, -2.4190], [0.5275, 4.8865, -4.6019], [-0.1497, -2.0580, -1.3701], [0.9041, -4.9385, -0.3445], [-2.1417, 3.3009, -3.2305], [-0.0098, 4.1847, -3.9816], [-0.5733, -4.6507, -0.0449], [-1.2210, 1.6765, 1.6803], [-3.6476, 2.9128, 1.1369], [-0.0414, 0.9816, 1.8268], [1.3298, -5.5653, 0.4441], [4.2545, -0.4546, -3.5570], [-1.3904, 4.1773, -3.9892], [-0.0836, 2.3897, -2.3865], [-5.0729, 2.7003, 2.7602], [-0.8408, -4.9426, 2.0799], [-2.1708, 0.9331, 1.1863], [-2.0246, -0.7953, 0.9350], [0.8087, 2.7588, 4.2924], [-3.3818, 2.8114, 3.2749], [-3.3169, 5.1385, -4.8324], [1.7270, 3.2358, -3.1342], [0.6412, 1.4244, -1.4995], [-0.8664, -6.7142, 0.5159]],
  "energy_ev": -209489.20731,
  "relative_energy_kcal_mol": 34.3,
  "e_lumo_ha": [-0.0367, -0.0800],
  "homo_energy_ev": [-8.0, -8.4],
  "homo_lumo_gap_ha": [0.256, 0.229],
  "multiplicity": 3
}

{
  "formula": "C5H9F2N",
  "method": "wB97M-V/def2-TZVPD",
  "elements": ["C", "N", "C", "H", "H", "H", "F", "C", "H", "C", "H", "H", "H", "C", "H", "F", "H"],
  "positions_angstrom": [[2.8179, 0.8599, 0.1908], [3.3347, 0.1967, 1.2396], [0.1092, -0.8246, -1.1705], [0.9086, -0.2949, -0.5614], [-0.5751, -0.9089, 1.9771], [-0.7794, -2.4783, 1.6087], [-3.1867, -1.8314, 0.2952], [-0.3035, -1.5968, 1.1195], [-0.3158, -0.2578, -2.0003], [-0.9228, -1.2772, -0.2285], [3.2088, -0.8373, 1.3358], [3.1462, 1.9220, 0.2119], [0.6924, -1.6727, 1.0301], [-2.2055, -1.4599, -0.5624], [0.5643, -1.6082, -1.7355], [-2.7602, -1.3925, -1.7253], [4.0480, 0.6880, 1.7570]],
  "energy_ev": -12252.20565,
  "relative_energy_kcal_mol": 73.2,
  "e_lumo_ha": 0.0268,
  "homo_energy_ev": -8.4,
  "homo_lumo_gap_ha": 0.335
}

{
  "formula": "C9H16SSi2",
  "method": "wB97M-V/def2-TZVPD",
  "elements": ["H", "C", "C", "C", "H", "H", "H", "C", "H", "C", "C", "S", "H", "H", "Si", "C", "H", "H", "H", "H", "H", "C", "H", "C", "Si", "H", "H", "H"],
  "positions_angstrom": [[1.5937, 2.0087, 0.1058], [0.3533, -1.9292, -0.6761], [0.0468, -1.5214, -1.9846], [0.4590, -3.7280, -2.8073], [2.9493, -1.3647, 1.9239], [0.9118, -5.1513, -1.3510], [1.8162, 0.4161, 3.0594], [0.6830, -3.2268, -0.5043], [0.5286, -4.4534, -3.6825], [-0.1151, 2.8276, 1.4130], [0.4614, 1.9842, 0.2718], [-0.2825, 2.0913, -1.2903], [0.9328, -3.6308, 0.4476], [-0.3195, -2.0537, -3.9057], [1.5454, -0.9133, 2.6308], [1.0546, 3.8199, 1.7085], [-0.2257, -0.4638, -2.2434], [-0.9277, 3.2900, 0.8687], [1.4978, -1.7995, 3.8962], [-1.2859, 1.3559, -1.0222], [0.9879, 4.6106, 0.9678], [0.2245, -2.3904, -2.9933], [-1.4267, -0.3989, 0.6965], [0.7821, -4.1493, -1.5283], [0.0296, -0.7764, 0.7929], [-0.2776, 2.1102, 2.2071], [1.1123, 4.3796, 2.6750], [1.9996, 3.2742, 1.5028]],
  "energy_ev": -36178.16260,
  "relative_energy_kcal_mol": 19.0,
  "e_lumo_ha": [-0.0153, -0.0153],
  "homo_energy_ev": [-7.3, -7.3],
  "homo_lumo_gap_ha": [0.253, 0.253]
}

{
  "formula": "C27H43BrN2OP2Pt",
  "method": "wB97M-V/def2-TZVPD",
  "elements": ["Pt", "H", "H", "H", "C", "H", "C", "H", "C", "H", "C", "N", "H", "H", "H", "H", "C", "H", "C", "H", "H", "H", "C", "C", "H", "H", "H", "C", "H", "N", "C", "C", "Br", "H", "H", "C", "C", "H", "C", "H", "H", "C", "H", "C", "H", "H", "H", "H", "H", "P", "C", "C", "H", "C", "H", "O", "C", "H", "C", "C", "H", "C", "C", "C", "H", "H", "C", "H", "H", "H", "H", "H", "C", "H", "H", "H", "P"],
  "positions_angstrom": [[-1.7701, -0.4316, 0.5531], [-1.3577, 1.0383, 3.3330], [0.7992, -2.7202, 5.7218], [2.5778, 0.6214, -2.7978], [0.4208, 4.5151, 0.9912], [2.6375, 1.5088, -1.2620], [2.4318, 4.8490, -0.7212], [5.5033, 6.2661, -1.1566], [-0.7432, 3.0644, 2.6796], [3.1219, -0.3306, 1.9410], [-0.7426, 3.8832, 1.5219], [0.7383, -0.0684, 5.1201], [1.4277, 3.7063, -2.3000], [-4.7286, -4.7117, -0.1306], [3.4419, 0.7393, 0.5250], [-0.6761, -1.9504, -3.0675], [1.3941, 0.8431, 1.2954], [2.5219, -2.3063, -1.0834], [2.2998, 4.3050, -2.0244], [-2.8241, -3.5242, 0.6232], [-4.9475, -3.1371, -0.8796], [-2.0565, 4.5720, -0.0619], [2.4041, 0.5337, -1.7157], [2.5202, -2.3347, 0.0153], [-2.8760, 2.1586, -0.4848], [-0.7541, -2.0237, 6.2498], [2.7769, -3.3567, 0.3236], [2.8976, 0.6400, 1.4742], [0.6507, -0.6938, -2.1402], [4.3976, 5.2798, -2.6190], [-0.1512, -2.2957, 5.3724], [-1.3165, 1.7915, 2.5381], [-4.0469, -1.1819, 1.1375], [0.3894, -2.7402, 0.3134], [-0.6883, -3.0433, 4.7859], [0.9373, 0.1490, -1.4901], [4.5835, 5.7137, -1.3742], [3.0977, -0.2310, -1.3322], [-2.8709, -3.6883, -0.4612], [-0.2565, 3.3842, 3.6055], [-2.8678, -0.2912, -2.5222], [-1.1224, -4.0625, -3.0724], [-1.9855, -4.0018, -3.7429], [0.0912, -1.0899, 4.5063], [1.1648, 1.8464, 0.8935], [-2.8363, -2.0268, -4.3242], [-0.2491, -4.3133, -3.6882], [3.8157, 5.7839, 0.6627], [0.2681, 0.9880, -1.7502], [-2.1887, -2.1519, -1.2076], [-3.3463, -1.2648, -2.3314], [-3.7024, -1.9246, -3.6619], [-4.2438, -1.0425, -1.7366], [1.3849, 4.7311, 0.2523], [0.9751, -0.1060, 6.1028], [-0.2692, -1.0127, 3.3192], [-2.2619, 2.4481, 0.3654], [-2.1891, -4.5172, -0.6920], [-1.7667, 1.4660, 1.2468], [-1.7969, 3.7327, 0.5774], [-4.3531, -4.5115, -1.8450], [3.3177, 4.5739, -2.9503], [-0.8604, -2.7504, -2.3380], [1.1530, -2.0016, 0.6067], [0.8960, 0.7674, 2.2746], [0.8678, 0.8009, 4.6173], [3.6330, 5.4877, -0.3696], [3.3075, -1.6729, 0.4001], [3.2617, 1.4318, 2.1457], [-4.4323, -1.2944, -4.1856], [3.2296, 4.2116, -3.9814], [0.0519, -2.8413, -1.7350], [-4.2999, -4.0202, -0.8658], [1.1698, -2.0146, 1.7073], [-4.1623, -2.9107, -3.5330], [-1.2805, -4.8986, -2.3863], [0.4629, -0.3407, 0.2228]],
  "energy_ev": -125574.92090,
  "relative_energy_kcal_mol": 0.0,
  "e_lumo_ha": [-0.2376, -0.3236],
  "homo_energy_ev": [-14.3, -14.4],
  "total_charge": 2,
  "homo_lumo_gap_ha": [0.287, 0.207],
  "multiplicity": 3
}